C34H33Cl5N3OPSbSe4SiTl | ωB97M-V/def2-TZVPD

For the energy above the lowest of the compared OMol25 structures with the same formula, charge and spin, the calculation gives 5.93 kcal/mol. For the total energy, the calculation gives -394710.9789 eV. As for the max |F|: 0.0143 Eh/bohr. As for the frontier orbital gap: 5.87 eV.

ORCA input file:
```
! RIJCOSX wB97M-V def2-TZVPD def2/J DEFGRID3
* xyz -2 1
Tl -1.39 -0.08 2.10
C 1.40 5.64 -3.75
C 1.17 5.83 -2.39
C 0.96 4.74 -1.57
C 0.99 3.44 -2.06
C 1.21 3.26 -3.43
C 1.42 4.35 -4.26
P 0.68 2.10 -0.81
C 0.79 0.61 -1.87
C -0.41 0.28 -2.50
C -0.49 -0.77 -3.39
C 0.64 -1.53 -3.68
C 1.83 -1.23 -3.04
C 1.91 -0.19 -2.12
C 2.34 2.20 0.01
C 3.57 2.10 -0.64
C 4.76 2.08 0.07
C 4.74 2.18 1.46
C 3.54 2.34 2.12
C 2.35 2.36 1.40
H 1.56 6.49 -4.41
H 1.13 6.83 -1.99
H 0.75 4.90 -0.51
H 1.23 2.26 -3.84
H 1.60 4.19 -5.32
H -1.30 0.85 -2.25
H -1.44 -1.02 -3.85
H 0.58 -2.36 -4.36
H 2.72 -1.83 -3.24
H 2.84 0.00 -1.61
H 3.58 2.04 -1.72
H 5.70 1.98 -0.45
H 5.67 2.14 2.02
H 3.51 2.45 3.20
Cl -4.62 -1.24 2.14
C -3.90 -2.02 0.72
C -2.53 -1.98 0.52
C -2.10 -2.69 -0.57
Cl -0.34 -2.79 -0.87
C -2.92 -3.34 -1.48
Cl -2.29 -4.14 -2.89
C -4.30 -3.35 -1.24
Cl -5.37 -4.17 -2.33
C -4.79 -2.70 -0.11
Cl -6.49 -2.78 0.22
C -4.75 2.57 1.11
Si -3.17 2.55 0.09
C -3.74 2.65 -1.71
C -2.34 4.23 0.40
O -2.22 1.31 0.38
H -5.33 3.49 0.96
H -4.53 2.48 2.18
H -5.39 1.72 0.85
H -4.47 3.46 -1.87
H -4.21 1.71 -2.03
H -2.89 2.84 -2.38
H -3.06 5.05 0.46
H -1.64 4.46 -0.42
H -1.76 4.20 1.33
N 0.18 2.87 2.74
C 1.12 2.63 2.12
Se -3.52 -2.06 7.55
Sb -4.46 -2.67 5.16
Se -3.04 -4.32 4.16
Se -6.85 -2.86 5.33
Se -3.53 -0.41 5.79
N 1.42 -0.71 1.37
C 2.06 -1.67 1.45
N 2.72 -2.82 1.53
C 3.12 -3.34 2.84
C 2.57 -4.75 3.04
C 2.96 -5.64 1.86
C 2.46 -5.04 0.55
C 3.01 -3.63 0.36
H 2.77 -2.66 3.61
H 4.22 -3.37 2.88
H 1.48 -4.68 3.10
H 2.94 -5.15 3.98
H 2.56 -6.65 2.00
H 4.06 -5.73 1.83
H 1.37 -4.98 0.57
H 2.74 -5.66 -0.30
H 2.58 -3.15 -0.51
H 4.10 -3.68 0.23
*
```

=====

C31H47BrErO2P2 | ωB97M-V/def2-TZVPD

For the energy above the lowest of the compared OMol25 structures with the same formula, charge and spin, the calculation gives 39.42 kcal/mol. For the total energy, the calculation gives -153238.0345 eV. As for the max |F|: 0.0473 Eh/bohr. As for the frontier orbital gap (spin up / spin down): 5.71 / 5.78 eV.

ORCA input file:
```
! RIJCOSX wB97M-V def2-TZVPD def2/J DEFGRID3
* xyz 1 4
Er -1.18 1.17 2.13
C 1.07 1.24 3.80
C 1.79 1.19 2.59
C 0.30 2.97 2.46
C 0.21 2.37 3.75
C 1.24 2.18 1.71
C 1.29 0.39 5.00
H 1.40 -0.67 4.75
H 0.46 0.46 5.71
H 2.19 0.71 5.54
C -0.78 2.78 4.75
H -0.62 2.26 5.70
H -1.80 2.50 4.42
H -0.73 3.85 4.95
C -0.82 3.82 1.95
H -0.93 4.70 2.60
H -1.85 3.33 1.97
H -0.64 4.12 0.92
C 1.63 2.42 0.30
H 2.59 2.95 0.25
H 0.86 3.01 -0.22
H 1.75 1.46 -0.23
C 3.00 0.36 2.35
H 3.89 0.72 2.90
H 3.26 0.33 1.28
H 2.82 -0.68 2.67
C 0.31 -3.01 -0.17
C 1.45 -2.80 0.52
C 2.81 -2.52 -0.05
C 2.93 -2.05 -1.52
C 2.59 -0.63 -1.82
C 1.35 -0.15 -2.04
C 0.17 -0.68 -1.26
C -0.09 -2.22 -1.40
H 3.42 -3.45 0.01
H 2.36 -2.74 -2.16
H 3.31 -1.81 0.61
H 0.43 -2.62 -2.27
H -0.39 -3.79 0.11
H 1.42 -2.84 1.62
H -1.16 -2.40 -1.56
H 0.28 -0.49 -0.17
H 1.21 0.77 -2.62
H -0.73 -0.15 -1.60
H 3.99 -2.18 -1.80
H 3.46 0.02 -1.94
P -0.71 -0.52 -4.28
P -0.80 2.37 -5.18
C -0.88 -0.27 -6.12
C -1.40 1.12 -6.44
H -1.56 -1.04 -6.50
H 0.10 -0.43 -6.58
H -1.09 1.44 -7.45
H -2.49 1.15 -6.41
C -1.46 3.78 -6.17
H -1.11 4.73 -5.74
H -2.55 3.75 -6.14
H -1.13 3.72 -7.21
C 0.95 2.47 -5.81
H 0.98 2.45 -6.91
H 1.54 1.64 -5.41
H 1.37 3.42 -5.46
C -2.26 -1.48 -4.03
H -2.35 -1.84 -3.00
H -2.28 -2.33 -4.72
H -3.10 -0.81 -4.25
C 0.57 -1.84 -4.47
H 1.08 -1.75 -5.43
H 0.11 -2.82 -4.37
H 1.34 -1.70 -3.71
Br -2.05 0.55 7.05
C -2.16 -1.22 6.35
C -2.16 -2.30 7.22
C -2.43 -3.58 6.74
C -2.69 -3.82 5.39
C -2.64 -2.76 4.50
C -2.37 -1.47 4.98
C -2.03 -0.46 3.98
O -2.61 0.68 3.79
O -1.08 -0.79 3.14
H -1.94 -2.12 8.28
H -2.42 -4.42 7.44
H -2.93 -4.82 5.03
H -2.86 -2.89 3.44
*
```

=====

C6H37NO11 | ωB97M-V/def2-TZVPD

For the energy above the lowest of the compared OMol25 structures with the same formula, charge and spin, the calculation gives 85.36 kcal/mol. The SMILES is CCCN(C)CC.O.O.O.O.O.O.O.O.O.O.O. For the total energy, the calculation gives -30833.9656 eV. As for the max |F|: 0.0393 Eh/bohr. As for the frontier orbital gap: 9.17 eV.

ORCA input file:
```
! RIJCOSX wB97M-V def2-TZVPD def2/J DEFGRID3
* xyz 0 1
C 3.92 0.64 1.67
C 2.45 0.46 1.26
C 2.19 0.87 -0.18
N 0.75 1.02 -0.67
C 0.79 1.14 -2.12
C 0.17 -0.29 -0.24
C -1.25 -0.55 -0.79
H 3.92 0.24 2.68
H 4.21 1.69 1.61
H 4.62 0.21 0.95
H 1.79 1.03 1.90
H 2.20 -0.59 1.47
H 2.67 0.29 -0.97
H 2.71 1.84 -0.23
H 0.28 2.03 -2.50
H 1.78 1.13 -2.57
H 0.28 0.33 -2.64
H 0.76 -1.07 -0.75
H 0.11 -0.23 0.83
H -1.27 -1.34 -1.53
H -1.63 0.44 -1.05
H -1.95 -0.88 -0.02
O 1.56 4.28 0.14
H 1.03 3.97 0.90
H 1.23 3.56 -0.41
O -1.38 -2.60 2.88
H -0.42 -2.65 2.76
H -1.52 -2.39 3.81
O -3.52 2.87 -1.43
H -4.19 2.46 -0.87
H -2.76 2.73 -0.85
O -2.41 -3.50 0.57
H -3.36 -3.45 0.46
H -2.26 -3.14 1.47
O 1.60 -3.34 1.50
H 1.32 -3.14 0.60
H 2.40 -3.86 1.45
O -3.18 1.15 1.05
H -3.23 0.19 0.98
H -3.15 1.19 2.02
O 1.57 -1.32 -3.73
H 1.23 -1.48 -4.62
H 1.25 -2.13 -3.30
O -0.81 0.10 2.90
H -0.31 0.14 3.71
H -0.75 0.95 2.44
O -0.21 2.59 1.58
H 0.66 2.22 1.39
H -0.81 2.18 0.95
O -2.42 1.16 -3.70
H -1.63 0.88 -3.23
H -2.55 2.04 -3.32
O -0.41 -3.43 -1.29
H -1.23 -3.24 -0.78
H -0.81 -3.40 -2.16
*
```

=====

H6O15S3Zn | ωB97M-V/def2-TZVPD

For the energy above the lowest of the compared OMol25 structures with the same formula, charge and spin, the calculation gives 177.65 kcal/mol. For the total energy, the calculation gives -111719.9682 eV. As for the max |F|: 0.0712 Eh/bohr. As for the frontier orbital gap: 2.88 eV.

ORCA input file:
```
! RIJCOSX wB97M-V def2-TZVPD def2/J DEFGRID3
* xyz -4 1
Zn 0.19 -0.16 -0.67
S 1.70 -3.45 2.22
O 0.92 -3.41 3.45
O 1.41 -2.32 1.37
O 3.11 -3.59 2.54
O 1.41 -4.64 1.41
S -3.86 0.59 0.86
O -4.80 0.68 -0.23
O -3.51 1.92 1.28
O -4.44 -0.17 1.92
O -2.64 -0.13 0.40
S 1.22 3.70 1.59
O 0.89 2.55 0.77
O 2.27 3.40 2.51
O 1.57 4.84 0.72
O 0.04 4.15 2.36
O -0.93 1.48 -2.82
H -0.62 2.38 -2.81
H -1.66 1.48 -3.44
O 2.75 0.06 -2.12
H 3.38 -0.65 -2.24
H 3.01 0.73 -2.75
O -0.47 -2.75 -2.16
H -0.02 -3.40 -2.70
H -0.90 -3.27 -1.48
*
```